Record 1
This record from OMol25 describes C5H27B4HfO5S as an isolated structure. The level of theory is ωB97M-V/def2-TZVPD.

Structure (ORCA input):
```
! RIJCOSX wB97M-V def2-TZVPD def2/J DEFGRID3
* xyz -1 1
Hf 2.027 -0.925 0.631
B 1.110 -2.685 3.234
H 0.409 -3.164 2.569
H 0.781 -1.658 3.249
H 1.049 -3.086 4.234
H 2.097 -2.780 2.809
B 1.600 1.922 2.424
H 0.759 1.302 2.157
H 2.443 1.818 1.759
H 1.347 2.971 2.410
H 1.931 1.667 3.419
B 2.113 -3.575 -1.085
H 2.583 -2.795 -1.663
H 1.119 -3.254 -0.812
H 2.096 -4.449 -1.718
H 2.726 -3.683 -0.204
B 5.096 -0.838 1.875
H 4.876 -1.650 1.200
H 5.434 -0.049 1.222
H 4.251 -0.530 2.472
H 5.943 -1.070 2.503
C 2.929 2.019 -4.258
C 2.648 1.381 -2.897
O 3.522 0.890 -2.139
O 1.571 1.080 -2.398
H 3.854 1.643 -4.696
H 3.051 3.076 -4.022
H 2.083 1.960 -4.942
O -2.189 -0.323 0.142
S -3.637 -0.127 0.178
O -4.390 -0.567 1.337
O -3.998 1.456 -0.142
C -5.326 1.911 0.093
C -5.530 3.081 -0.884
C -4.403 -1.011 -1.297
H -5.519 2.289 1.097
H -6.094 1.138 0.121
H -6.559 3.428 -0.791
H -5.321 2.795 -1.914
H -4.837 3.892 -0.658
H -3.979 -2.014 -1.245
H -4.179 -0.443 -2.200
H -5.486 -1.042 -1.173
*
```

Values from the calculation:
Gap between HOMO and LUMO in eV: 4.3
LUMO energy in eV: -1.48
E_HOMO in eV: -5.8174
Largest force on an atom in eV/A: 5.71
DFT total energy in Eh: -1127.7885

The net atomic charges from Löwdin, expressed in e, are: number 1, Hf, carries 2.1371; number 2, B, carries -0.3730; number 3, H, carries -0.0699; number 4, H, carries -0.0727; number 5, H, carries -0.0392; number 6, H, carries -0.0747; number 7, B, carries -0.3807; number 8, H, carries -0.0939; number 9, H, carries -0.0801; number 10, H, carries -0.0546; number 11, H, carries -0.0525; number 12, B, carries -0.3867; number 13, H, carries -0.0711; number 14, H, carries -0.0802; number 15, H, carries -0.0381; number 16, H, carries -0.0660; number 17, B, carries -0.3708; number 18, H, carries -0.0729; number 19, H, carries -0.0617; number 20, H, carries -0.0711; number 21, H, carries -0.0403; number 22, C, carries 0.0035; number 23, C, carries -0.7348; number 24, O, carries -0.0492; number 25, O, carries -0.0346; number 26, H, carries 0.0780; number 27, H, carries 0.0757; number 28, H, carries 0.0739; number 29, O, carries -0.3027; number 30, S, carries 0.6712; number 31, O, carries -0.3005; number 32, O, carries -0.2609; number 33, C, carries -0.2932; number 34, C, carries -0.0625; number 35, C, carries -0.0889; number 36, H, carries 0.1164; number 37, H, carries 0.1094; number 38, H, carries 0.0755; number 39, H, carries 0.0739; number 40, H, carries 0.0803; number 41, H, carries 0.0646; number 42, H, carries 0.0634; number 43, H, carries 0.0544

=====

Record 2
This record from OMol25 describes a 13-piece molecular cluster, C22H59N14O26 overall. The level of theory is ωB97M-V/def2-TZVPD.

Structure (ORCA input):
```
! RIJCOSX wB97M-V def2-TZVPD def2/J DEFGRID3
* xyz -1 1
C -4.070 -3.897 -0.846
C -2.540 -3.839 -0.846
O -2.171 -2.832 -1.758
C -0.783 -2.803 -2.067
C 0.067 -2.421 -0.863
O 1.037 -1.479 -1.259
C 1.715 -0.937 -0.109
C 1.339 0.493 0.246
C -0.130 0.799 -0.008
C -0.391 2.162 -0.709
N -1.163 3.122 0.123
C 1.742 0.633 1.711
C 1.311 1.923 2.388
N 1.172 1.635 3.855
H -4.458 -4.825 -1.259
H -4.432 -3.051 -1.415
H -4.469 -3.797 0.161
H -2.206 -3.611 0.169
H -2.109 -4.816 -1.100
H -0.672 -2.065 -2.855
H -0.473 -3.776 -2.457
H 0.549 -3.301 -0.426
H -0.597 -1.969 -0.121
H 1.550 -1.620 0.757
H 2.789 -0.972 -0.304
H -0.700 0.843 0.944
H -0.604 0.059 -0.650
H 0.548 2.610 -1.015
H -0.964 1.971 -1.629
H -1.828 2.607 0.687
H -1.707 3.738 -0.468
H 1.325 -0.232 2.282
H 2.829 0.554 1.771
H 2.077 2.687 2.293
H 0.352 2.285 2.037
H 0.275 1.181 3.970
H 1.190 2.494 4.393
C 1.905 -0.114 6.652
N 1.502 0.672 7.847
O 2.188 0.601 8.850
O 0.487 1.339 7.760
H 2.808 -0.662 6.889
H 1.090 -0.792 6.418
H 2.064 0.583 5.827
C 2.822 4.625 -0.216
N 3.702 3.454 -0.451
O 4.044 3.220 -1.600
O 3.993 2.802 0.521
H 2.622 5.105 -1.166
H 1.909 4.239 0.238
H 3.337 5.297 0.462
C -7.076 -1.978 -4.381
N -6.530 -2.082 -3.004
O -6.704 -3.106 -2.375
O -5.899 -1.125 -2.602
H -7.616 -2.888 -4.615
H -7.727 -1.111 -4.407
H -6.213 -1.844 -5.031
C 5.888 3.923 -4.451
N 5.143 5.162 -4.807
O 5.284 5.609 -5.929
O 4.444 5.655 -3.946
H 6.471 3.617 -5.311
H 6.532 4.164 -3.611
H 5.161 3.166 -4.173
C 6.652 5.587 -0.725
N 8.066 5.528 -1.187
O 8.352 4.696 -2.025
O 8.845 6.316 -0.693
H 6.083 4.829 -1.252
H 6.652 5.402 0.345
H 6.278 6.582 -0.947
C -0.891 -1.399 8.966
N -0.235 -2.712 8.708
O 0.144 -2.941 7.578
O -0.122 -3.465 9.654
H -0.922 -0.839 8.039
H -1.890 -1.605 9.337
H -0.299 -0.882 9.717
C 0.247 -2.003 -5.590
N -0.423 -1.577 -6.849
O -0.755 -0.413 -6.956
O -0.603 -2.432 -7.694
H 0.336 -1.143 -4.936
H -0.373 -2.774 -5.141
H 1.224 -2.397 -5.852
C 0.481 -4.345 4.233
N 1.708 -3.512 4.147
O 1.896 -2.685 5.017
O 2.437 -3.706 3.198
H -0.070 -4.054 5.116
H -0.092 -4.162 3.332
H 0.796 -5.384 4.286
C -4.394 -3.006 3.975
N -2.971 -3.387 3.764
O -2.724 -4.186 2.883
O -2.150 -2.864 4.487
H -5.002 -3.546 3.260
H -4.652 -3.270 4.996
H -4.466 -1.933 3.825
C -2.224 -6.116 -4.292
N -0.937 -6.370 -3.589
O 0.028 -5.714 -3.926
O -0.946 -7.211 -2.715
H -2.063 -5.344 -5.035
H -2.533 -7.050 -4.751
H -2.943 -5.797 -3.542
C -0.534 7.165 -0.561
N 0.535 7.120 0.472
O 1.690 7.198 0.098
O 0.180 6.997 1.623
H -0.067 7.271 -1.533
H -1.087 6.233 -0.486
H -1.171 8.013 -0.331
C -3.192 0.939 -4.908
N -4.412 0.165 -5.265
O -4.269 -1.009 -5.548
O -5.471 0.755 -5.250
H -2.336 0.278 -4.969
H -3.112 1.758 -5.616
H -3.333 1.312 -3.898
*
```

Values from the calculation:
Gap between HOMO and LUMO in eV: 3.3
LUMO energy in eV: 1.55
E_HOMO in eV: -1.7690
Largest force on an atom in eV/A: 1.47
DFT total energy in Eh: -3595.2427

Atomic partial charges in e from the Löwdin method, atoms 1 to 99: number 1, C, carries -0.0570; number 2, C, carries -0.2740; number 3, O, carries -0.1548; number 4, C, carries -0.1732; number 5, C, carries -0.2244; number 6, O, carries -0.1660; number 7, C, carries -0.2528; number 8, C, carries -0.2929; number 9, C, carries -0.2251; number 10, C, carries -0.2780; number 11, N, carries -0.0365; number 12, C, carries -0.2517; number 13, C, carries -0.2665; number 14, N, carries -0.0237; number 15, H, carries 0.0649; number 16, H, carries 0.0442; number 17, H, carries 0.0617; number 18, H, carries 0.0997; number 19, H, carries 0.1106; number 20, H, carries 0.1050; number 21, H, carries 0.0968; number 22, H, carries 0.1264; number 23, H, carries 0.1156; number 24, H, carries 0.0923; number 25, H, carries 0.1064; number 26, H, carries 0.0888; number 27, H, carries 0.0784; number 28, H, carries 0.0711; number 29, H, carries 0.0777; number 30, H, carries 0.0436; number 31, H, carries 0.0308; number 32, H, carries 0.0910; number 33, H, carries 0.0977; number 34, H, carries 0.0872; number 35, H, carries 0.0709; number 36, H, carries 0.0541; number 37, H, carries 0.0510; number 38, C, carries 0.0318; number 39, N, carries -0.4493; number 40, O, carries 0.0478; number 41, O, carries 0.0322; number 42, H, carries 0.0969; number 43, H, carries 0.0699; number 44, H, carries 0.0762; number 45, C, carries 0.0165; number 46, N, carries -0.4439; number 47, O, carries 0.0190; number 48, O, carries 0.0688; number 49, H, carries 0.0861; number 50, H, carries 0.0873; number 51, H, carries 0.0899; number 52, C, carries 0.0397; number 53, N, carries -0.4359; number 54, O, carries 0.0548; number 55, O, carries 0.0626; number 56, H, carries 0.0918; number 57, H, carries 0.1008; number 58, H, carries 0.0646; number 59, C, carries 0.0511; number 60, N, carries -0.4470; number 61, O, carries 0.0532; number 62, O, carries 0.0518; number 63, H, carries 0.0932; number 64, H, carries 0.0694; number 65, H, carries 0.0992; number 66, C, carries 0.0514; number 67, N, carries -0.4439; number 68, O, carries 0.0561; number 69, O, carries 0.0619; number 70, H, carries 0.0698; number 71, H, carries 0.1056; number 72, H, carries 0.1057; number 73, C, carries 0.0449; number 74, N, carries -0.4368; number 75, O, carries 0.0602; number 76, O, carries 0.0595; number 77, H, carries 0.0816; number 78, H, carries 0.0986; number 79, H, carries 0.0998; number 80, C, carries 0.0527; number 81, N, carries -0.4445; number 82, O, carries 0.0500; number 83, O, carries 0.0564; number 84, H, carries 0.0962; number 85, H, carries 0.0857; number 86, H, carries 0.1062; number 87, C, carries 0.0360; number 88, N, carries -0.4329; number 89, O, carries 0.0475; number 90, O, carries 0.0657; number 91, H, carries 0.0624; number 92, H, carries 0.0795; number 93, H, carries 0.1011; number 94, C, carries 0.0483; number 95, N, carries -0.4322; number 96, O, carries 0.0657; number 97, O, carries 0.0604; number 98, H, carries 0.0911; number 99, H, carries 0.0975